The following is a quantum chemistry calculation of 2 unconnected molecules or ions with the total composition C11H14O2S at a distorted geometry, from OMol25.

Structure (XYZ):
```
28
C11H14O2S the ωB97M-V functional and the def2-TZVPD basis
C 0.3613 1.5440 -1.0830
H 0.3106 -4.2765 0.2766
C 0.3637 0.9065 0.3022
O 2.2884 -0.6542 -0.2317
C -0.0060 3.7501 0.0039
H 0.9574 -1.6211 -1.9308
C -2.0402 0.0349 0.1514
H 0.9983 -3.3132 1.6050
C -0.0497 -1.8666 -1.4822
C -0.1776 3.0495 1.2928
H 1.9021 -3.5059 0.0028
H -0.5383 -2.7004 -1.8790
H 0.2167 4.7390 0.0471
H -0.7171 3.4612 2.1468
C 0.2269 3.0402 -1.0981
H 1.2394 1.1546 -1.6149
C 0.8694 -3.3593 0.5010
H -0.4551 1.1826 -1.6846
C -0.0105 1.7259 1.4143
H -3.9214 -1.0743 0.8300
H -0.7121 -1.0585 -1.6687
H -0.1907 1.3593 2.4533
C 0.1761 -2.0882 0.0454
H 0.2375 3.4635 -2.0767
C -2.9890 -0.5836 0.5478
O 1.3325 -0.9376 2.0051
H -0.7839 -1.6964 0.4916
S 1.1114 -0.6756 0.6325
```

HOMO energy (alpha / beta) ... -8.77 / -9.06 eV
Max |F| ... 0.0851 hartree/bohr
Molecular weight ... 210.30 g mol⁻¹
Charge ... 0
Frontier orbital gap (alpha / beta) ... 6.46 / 6.81 eV

Quick look at the natural (NBO) charges, all values in e: atom 1 (C): -0.5727, atom 2 (H): 0.2311, atom 3 (C): 0.0305, atom 4 (O): -0.9694, atom 5 (C): -0.2552, atom 6 (H): 0.2255, atom 7 (C): -0.3063, atom 8 (H): 0.2459, atom 9 (C): -0.6283, atom 10 (C): -0.0735, atom 11 (H): 0.2321, atom 12 (H): 0.2212, atom 13 (H): 0.2196, atom 14 (H): 0.2296, atom 15 (C): -0.0646, atom 16 (H): 0.2911, atom 17 (C): -0.6332, atom 18 (H): 0.3107, atom 19 (C): -0.2691, atom 20 (H): 0.2286, atom 21 (H): 0.2279, atom 22 (H): 0.2628, atom 23 (C): -0.4754, atom 24 (H): 0.2212, atom 25 (C): -0.4313, atom 26 (O): -0.9283, atom 27 (H): 0.2909, atom 28 (S): 2.1384



The following is a quantum chemistry calculation of 2 unconnected molecules or ions with the total composition C6H15N2, from OMol25.

Structure (XYZ):
```
23
C6H15N2 the ωB97M-V functional and the def2-TZVPD basis
H -0.4040 -0.7239 -0.0631
C 1.0917 -2.7190 -1.6264
H 2.0016 -3.2078 -1.9356
H 3.0362 -0.8650 -1.6450
H 0.8717 -0.4841 2.5600
H -2.3168 0.7470 1.1587
H -2.7961 3.1311 1.3602
H -1.2614 3.4339 1.6929
C 1.0008 -1.4107 -1.4725
C 2.0668 -0.3777 -1.6691
H -1.1007 -1.4336 -1.4262
H 2.0428 0.3446 -0.8490
C -0.2681 1.0098 1.6399
H 1.9305 0.1575 -2.6095
N -0.3245 -0.8585 -1.0963
H -0.8863 -0.9426 2.2022
H -1.4241 1.7270 -0.0139
C -0.0780 -0.2216 2.1121
H -0.4282 0.0758 -1.4988
N -1.9790 2.7202 1.8053
H 0.5529 1.7166 1.7330
H 0.2336 -3.3517 -1.4273
C -1.5615 1.5329 1.0683
```

HOMO energy ... -12.85 eV
Max |F| ... 0.0136 hartree/bohr
Molecular weight ... 115.20 g mol⁻¹
Charge ... +1
Frontier orbital gap ... 9.52 eV

Quick look at the natural (NBO) charges, all values in e: atom 1 (H): 0.4711, atom 2 (C): -0.3453, atom 3 (H): 0.2479, atom 4 (H): 0.2643, atom 5 (H): 0.2271, atom 6 (H): 0.1956, atom 7 (H): 0.3692, atom 8 (H): 0.3561, atom 9 (C): 0.1346, atom 10 (C): -0.6700, atom 11 (H): 0.4460, atom 12 (H): 0.2342, atom 13 (C): -0.1648, atom 14 (H): 0.2439, atom 15 (N): -0.7189, atom 16 (H): 0.2059, atom 17 (H): 0.1461, atom 18 (C): -0.4450, atom 19 (H): 0.4388, atom 20 (N): -0.7983, atom 21 (H): 0.2127, atom 22 (H): 0.2139, atom 23 (C): -0.2652



The following relative energy (zero: lowest compared OMol25 entry of this formula, charge and spin) values (in kcal/mol) correspond, in order, to the records above: 198.2 55.5.